1.
Formula: C28H38Cl2N2O4PS2Ti
Source: the OMol25 dataset
Level of theory: the ωB97M-V functional and the def2-TZVPD basis

The energy above the lowest of the compared OMol25 structures with the same formula, charge and spin comes out at 14.3 kcal per mole. Its net charge is -1. The total energy is -4407.9276 Ha. Its expectation value of S² is 2.008. Its HOMO energy (alpha / beta) is -4.39 / -4.66 eV. As for the multiplicity: 3.

Last column: Löwdin spin population.
CARTESIAN COORDINATES (ANGSTROEM)
Ti (-13.447, 15.454, -5.319)  0.902
Cl (-15.415, 16.660, -5.012)  -0.001
C (-10.326, 16.730, 0.111)  0.702
Cl (-11.049, 17.998, 0.864)  0.222
H (-10.839, 16.232, -0.663)  0.039
H (-9.367, 16.455, 0.569)  0.035
O (-10.579, 17.220, -3.700)  0.004
S (-10.925, 16.157, -4.591)  0.006
O (-9.973, 15.199, -5.022)  0.001
O (-11.813, 16.666, -5.781)  0.008
O (-12.142, 15.342, -3.877)  -0.001
C (-11.175, 13.126, -7.767)  0.000
C (-12.286, 13.800, -8.592)  -0.001
C (-12.884, 12.837, -9.602)  -0.001
P (-13.624, 14.650, -7.528)  0.033
C (-14.541, 15.633, -8.928)  0.013
C (-16.027, 15.938, -8.719)  0.000
C (-13.841, 17.060, -9.049)  0.002
C (-14.692, 13.333, -6.956)  0.013
C (-15.611, 12.736, -7.785)  0.000
C (-16.489, 11.638, -7.335)  0.006
C (-17.402, 11.146, -8.408)  0.001
C (-16.421, 11.250, -5.977)  -0.001
C (-15.433, 11.766, -5.130)  0.005
C (-14.648, 12.861, -5.586)  0.003
N (-13.868, 13.513, -4.651)  0.005
C (-13.615, 13.072, -3.381)  0.002
C (-14.567, 13.478, -2.388)  -0.001
C (-16.009, 13.691, -2.768)  0.000
C (-14.208, 13.321, -1.021)  0.001
C (-12.952, 12.829, -0.622)  -0.001
C (-12.657, 12.563, 0.853)  0.000
C (-12.065, 12.383, -1.613)  0.000
C (-12.374, 12.496, -2.994)  -0.001
C (-11.443, 11.871, -4.064)  0.000
H (-10.872, 12.245, -8.290)  0.000
H (-11.528, 12.725, -6.772)  0.000
H (-10.321, 13.839, -7.600)  0.000
H (-11.798, 14.648, -9.078)  0.000
H (-13.487, 12.062, -9.074)  0.000
H (-12.093, 12.277, -10.095)  0.000
H (-13.557, 13.411, -10.360)  0.000
H (-14.391, 15.009, -9.836)  0.001
H (-16.388, 16.475, -9.675)  0.000
H (-16.040, 16.677, -7.951)  0.000
H (-16.680, 15.133, -8.546)  0.000
H (-13.672, 17.403, -8.029)  0.002
H (-14.492, 17.783, -9.558)  0.000
H (-12.833, 16.889, -9.610)  0.000
H (-15.821, 13.065, -8.826)  0.000
H (-17.247, 11.758, -9.304)  0.000
H (-18.450, 11.171, -8.102)  0.000
H (-17.196, 10.072, -8.594)  0.000
H (-17.172, 10.603, -5.584)  0.000
H (-15.219, 11.337, -4.187)  0.000
H (-16.523, 14.203, -1.941)  0.000
H (-16.423, 12.726, -3.048)  0.000
H (-16.138, 14.347, -3.634)  0.000
H (-14.871, 13.605, -0.196)  0.000
H (-11.575, 12.525, 0.981)  0.000
H (-13.000, 11.571, 1.173)  0.000
H (-13.094, 13.356, 1.454)  0.000
H (-11.187, 11.878, -1.248)  0.000
H (-12.082, 11.407, -4.840)  0.000
H (-10.810, 11.195, -3.468)  0.000
H (-10.842, 12.673, -4.561)  0.000
S (-13.369, 20.809, -7.146)  0.000
C (-11.718, 20.733, -6.827)  0.000
N (-11.049, 19.723, -6.143)  0.000
C (-9.688, 19.708, -5.980)  0.000
C (-8.935, 20.762, -6.480)  0.000
C (-9.510, 21.825, -7.211)  0.000
C (-10.896, 21.821, -7.361)  0.000
H (-11.578, 18.860, -5.985)  0.000
H (-9.280, 18.935, -5.341)  0.000
H (-7.853, 20.762, -6.389)  0.000
H (-8.894, 22.686, -7.612)  0.000
H (-11.431, 22.583, -7.904)  0.000



2.
Formula: C28H38F11N3O5S
Source: the OMol25 dataset
Level of theory: the ωB97M-V functional and the def2-TZVPD basis

The total energy is -3126.7743 Ha. Its HOMO energy is -9.11 eV. As for the SMILES: CCCCCCCC[C@]1(CCC)[C@@H](N=C=O)OC(=O)[C@]1(CCSc1nnco1)CCC(F)(F)F.FC(F)C(F)(F)COC(F)(F)C(F)F. As for the multiplicity: 1.

Last column: Löwdin charge in e.
CARTESIAN COORDINATES (ANGSTROEM)
C (-1.512, 1.527, 4.556)  -0.120
C (-2.469, 0.458, 3.837)  -0.241
C (-1.759, -0.951, 3.800)  -0.220
C (-2.513, -2.042, 2.942)  -0.193
C (-2.140, -2.002, 1.383)  -0.197
C (-1.125, -3.155, 0.966)  -0.186
C (-0.259, -2.790, -0.344)  -0.163
C (1.304, -2.954, -0.158)  -0.142
C (2.104, -1.758, 0.491)  -0.260
C (3.552, -2.447, 0.699)  -0.122
C (3.736, -3.072, 2.159)  -0.219
C (4.488, -4.478, 1.957)  -0.119
C (1.383, -1.181, 1.789)  -0.213
N (2.217, -0.444, 2.802)  0.177
C (2.098, -0.933, 3.936)  -0.309
O (2.001, -1.600, 4.885)  0.198
O (0.505, -0.128, 1.312)  0.010
C (0.766, 0.314, -0.012)  -0.387
O (0.081, 0.974, -0.726)  0.137
C (2.196, -0.359, -0.285)  -0.230
C (3.349, 0.650, 0.111)  -0.152
C (2.883, 2.016, 0.757)  -0.429
S (2.323, 3.287, -0.475)  0.961
C (0.848, 4.119, 0.163)  -0.552
N (0.575, 5.455, 0.157)  -0.019
N (-0.626, 5.760, 0.727)  0.028
C (-1.113, 4.522, 1.074)  -0.149
O (-0.267, 3.492, 0.761)  -0.028
C (2.076, -0.756, -1.825)  -0.094
C (2.482, 0.372, -2.865)  -0.049
C (3.780, -0.075, -3.662)  -0.486
F (3.658, -1.298, -4.274)  0.110
F (4.926, -0.021, -2.858)  0.074
F (3.990, 0.914, -4.633)  0.066
H (-1.571, 1.447, 5.686)  0.075
H (-0.439, 1.324, 4.263)  0.061
H (-1.789, 2.589, 4.308)  0.062
H (-2.751, 0.868, 2.830)  0.103
H (-3.397, 0.420, 4.482)  0.108
H (-1.759, -1.328, 4.874)  0.120
H (-0.678, -0.853, 3.513)  0.072
H (-3.619, -1.783, 2.995)  0.109
H (-2.432, -3.091, 3.355)  0.110
H (-1.853, -0.977, 1.026)  0.097
H (-3.115, -2.250, 0.854)  0.110
H (-0.464, -3.502, 1.823)  0.100
H (-1.773, -4.057, 0.732)  0.112
H (-0.563, -3.590, -1.094)  0.117
H (-0.605, -1.823, -0.799)  0.096
H (1.733, -3.319, -1.142)  0.123
H (1.446, -3.840, 0.544)  0.131
H (3.585, -3.339, -0.001)  0.100
H (4.402, -1.788, 0.377)  0.116
H (4.359, -2.434, 2.840)  0.110
H (2.735, -3.354, 2.614)  0.107
H (3.981, -5.087, 1.143)  0.073
H (4.422, -5.108, 2.888)  0.073
H (5.553, -4.284, 1.628)  0.082
H (0.860, -1.955, 2.430)  0.142
H (4.031, 0.925, -0.754)  0.113
H (4.047, 0.187, 0.876)  0.117
H (3.814, 2.465, 1.229)  0.089
H (2.171, 1.895, 1.630)  0.091
H (-2.103, 4.470, 1.586)  0.139
H (2.799, -1.617, -1.990)  0.125
H (1.036, -1.095, -2.096)  0.123
H (1.672, 0.451, -3.652)  0.139
H (2.738, 1.368, -2.422)  0.081
C (-3.010, 3.249, -3.028)  -0.039
C (-3.331, 2.064, -2.097)  -0.436
C (-2.935, 0.682, -2.617)  -0.297
F (-3.583, 0.357, -3.753)  0.092
F (-3.256, -0.271, -1.704)  0.086
F (-4.645, 2.101, -1.770)  0.130
F (-2.649, 2.274, -0.939)  0.099
O (-4.082, 3.746, -3.830)  0.040
C (-4.315, 3.119, -5.060)  -0.517
C (-5.701, 2.475, -5.129)  -0.278
F (-5.852, 1.529, -4.178)  0.097
F (-5.884, 1.866, -6.325)  0.097
F (-3.323, 2.250, -5.331)  0.137
F (-4.230, 4.091, -5.997)  0.145
H (-2.763, 4.087, -2.371)  0.149
H (-2.105, 3.084, -3.616)  0.147
H (-1.857, 0.624, -2.795)  0.164
H (-6.485, 3.223, -4.993)  0.176



3.
Formula: C28H38F9N12
Source: the OMol25 dataset
Level of theory: the ωB97M-V functional and the def2-TZVPD basis

Its net charge is +1. The total energy is -2645.1635 Ha. Its HOMO energy is -12.42 eV. As for the multiplicity: 1.

Last column: Löwdin charge in e.
CARTESIAN COORDINATES (ANGSTROEM)
C (7.580, 0.652, -0.399)  0.099
C (7.659, 1.917, -0.782)  -0.104
N (7.060, 2.991, 0.069)  0.208
C (5.971, 3.746, -0.606)  -0.462
F (6.191, 3.878, -1.877)  0.229
F (6.045, 4.984, -0.116)  0.179
C (4.517, 3.245, -0.301)  -0.393
F (3.728, 3.839, -1.170)  0.222
F (4.252, 3.622, 0.935)  0.192
C (4.293, 1.723, -0.464)  -0.380
F (4.826, 1.256, -1.566)  0.201
F (4.743, 1.080, 0.617)  0.163
C (2.752, 1.371, -0.555)  -0.624
F (2.669, 0.096, -0.273)  0.199
F (2.369, 1.477, -1.801)  0.210
F (2.011, 2.094, 0.231)  0.220
H (7.444, -0.113, -1.161)  0.107
H (7.614, 0.435, 0.672)  0.101
H (8.144, 2.155, -1.725)  0.142
H (6.813, 2.652, 1.008)  0.202
H (7.833, 3.676, 0.218)  0.183
C (2.185, -2.694, 1.493)  -0.063
C (3.015, -3.735, 2.113)  -0.266
N (3.660, -4.542, 2.598)  0.138
H (1.173, -2.739, 1.892)  0.088
H (2.607, -1.713, 1.702)  0.066
H (2.150, -2.843, 0.415)  0.061
C (-0.915, 1.710, -0.819)  -0.057
C (-1.823, 0.937, 0.038)  -0.264
N (-2.529, 0.333, 0.701)  0.144
H (-0.013, 1.134, -1.008)  0.051
H (-1.399, 1.934, -1.768)  0.091
H (-0.647, 2.644, -0.328)  0.083
C (-3.556, -2.543, -1.024)  -0.095
C (-3.706, -3.215, -2.323)  -0.266
N (-3.815, -3.734, -3.335)  0.125
H (-2.885, -3.113, -0.387)  0.066
H (-3.148, -1.545, -1.171)  0.049
H (-4.520, -2.463, -0.536)  0.046
C (-6.174, -1.691, 2.456)  -0.053
C (-5.165, -2.667, 2.024)  -0.264
N (-4.380, -3.426, 1.689)  0.139
H (-6.400, -1.006, 1.640)  0.062
H (-7.086, -2.207, 2.749)  0.087
H (-5.798, -1.121, 3.304)  0.087
C (2.783, -4.421, -2.775)  -0.053
C (3.603, -3.268, -2.376)  -0.279
N (4.240, -2.371, -2.067)  0.119
H (3.388, -5.326, -2.756)  0.089
H (1.947, -4.536, -2.087)  0.080
H (2.399, -4.269, -3.781)  0.087
C (8.675, 6.906, -1.885)  -0.050
C (9.460, 5.827, -1.267)  -0.273
N (10.083, 4.996, -0.789)  0.128
H (7.658, 6.893, -1.496)  0.070
H (9.131, 7.868, -1.659)  0.093
H (8.647, 6.769, -2.964)  0.091
C (-8.161, 1.142, -0.858)  -0.072
C (-8.690, 0.911, 0.493)  -0.290
N (-9.106, 0.728, 1.541)  0.127
H (-8.221, 2.201, -1.101)  0.084
H (-7.121, 0.823, -0.912)  0.072
H (-8.748, 0.579, -1.582)  0.061
C (-12.878, 0.707, 0.031)  -0.061
C (-12.057, 0.830, -1.181)  -0.275
N (-11.417, 0.924, -2.123)  0.129
H (-13.550, -0.143, -0.065)  0.083
H (-12.234, 0.560, 0.896)  0.072
H (-13.464, 1.613, 0.171)  0.083
C (2.223, 2.926, 3.769)  -0.072
C (2.022, 3.972, 4.780)  -0.276
N (1.867, 4.785, 5.566)  0.140
H (2.775, 3.334, 2.925)  0.047
H (2.787, 2.099, 4.199)  0.083
H (1.260, 2.557, 3.421)  0.081
C (2.880, -5.185, 6.163)  -0.073
C (2.664, -4.117, 7.149)  -0.288
N (2.495, -3.287, 7.915)  0.118
H (3.421, -4.789, 5.305)  0.047
H (3.460, -5.990, 6.610)  0.082
H (1.923, -5.579, 5.828)  0.081
C (-6.866, -3.995, -5.566)  -0.076
C (-7.012, -4.575, -6.908)  -0.287
N (-7.125, -5.025, -7.951)  0.120
H (-7.534, -4.499, -4.871)  0.079
H (-5.839, -4.112, -5.221)  0.050
H (-7.114, -2.935, -5.594)  0.077